Entry from the Open Molecules 2025 dataset: a molecular structure, C10H22AlClIO3P (ωB97M-V/def2-TZVPD).

- total charge = +2
- strongest force on any atom (eV/A) = 5.6
- frontier orbital gap (alpha / beta) (eV) = 6.80 / 5.62

Cartesian coordinates (Å):
C (-1.5488, -0.9479, 2.4918)
Al (2.3577, 2.3204, -1.2036)
H (1.5849, -2.0214, -1.5273)
H (-0.4151, 2.9476, 2.5088)
H (-0.7300, -2.2679, -3.2184)
H (-2.6353, 0.5882, -1.5531)
C (-0.9907, 2.8920, 1.5919)
O (-2.4557, -0.5642, 3.1084)
C (-1.6017, 0.1754, -1.5588)
H (-0.7040, 2.9056, -0.5448)
H (-0.8995, 1.0185, -1.4169)
C (-0.1158, 3.0021, 0.3631)
O (0.9881, 2.0378, 0.2815)
H (1.5577, -3.0308, -0.0976)
H (-1.5407, 1.9546, 1.6129)
C (-1.5073, -3.5301, 0.3513)
C (1.0576, -2.8206, -1.0306)
P (-0.6675, -2.4046, -0.7898)
H (1.1143, -3.7239, -1.6417)
I (0.6486, -1.2494, 1.9757)
C (1.9082, 2.1308, 1.4584)
H (-1.4337, -0.2532, -2.5518)
C (3.2840, 2.3026, 0.8239)
H (-1.3926, -3.8215, -2.6092)
H (-2.3785, -2.3227, -2.5161)
H (-0.8289, -3.7804, 1.1850)
H (-1.7470, -4.4478, -0.2180)
H (1.8463, 1.2164, 2.0769)
O (-1.5955, -0.1623, 0.7136)
H (0.3613, 3.9762, 0.3293)
Cl (2.7829, 0.4371, -2.1195)
H (3.8364, 1.4096, 0.5211)
C (-1.4528, -0.7684, -0.4020)
H (-2.4430, -3.0634, 0.7210)
H (3.3557, 3.2078, 0.0391)
H (3.8935, 2.6952, 1.6231)
H (-1.7185, 3.7094, 1.5921)
H (1.5853, 2.9880, 2.0723)
C (-1.3598, -2.7349, -2.4419)